# 1
Entry from the Open Molecules 2025 dataset: a molecular structure, C47H43CrN4O2SiTe (ωB97M-V/def2-TZVPD).

Structure (ORCA input):
```
! wB97M-V def2-TZVPD RIJCOSX def2/J DEFGRID3
* xyz 0 4
Cr -1.253 -0.404 -0.256
C 4.751 3.190 0.556
C 3.649 2.238 0.173
C 3.912 0.921 -0.185
C 2.914 0.004 -0.486
C 3.304 -1.369 -0.905
O 2.621 -2.356 -0.731
C 4.620 -1.533 -1.621
C 5.067 -0.625 -2.576
C 6.237 -0.870 -3.280
C 6.980 -2.011 -3.015
C 6.541 -2.918 -2.059
C 5.359 -2.687 -1.375
C 1.548 0.399 -0.389
O 0.606 -0.473 -0.504
C 1.276 1.784 -0.199
C 2.332 2.650 0.117
C -0.055 2.344 -0.421
N -1.111 1.641 -0.673
C -2.354 2.328 -1.030
C -2.899 1.848 -2.367
Te -1.551 2.058 -4.013
C -0.580 0.217 -3.682
C -1.310 -0.950 -3.456
C -0.650 -2.162 -3.288
C 0.732 -2.222 -3.370
C 1.455 -1.066 -3.616
C 0.807 0.154 -3.756
C -0.146 3.839 -0.338
C -0.612 4.409 0.842
C -0.686 5.789 0.963
C -0.301 6.601 -0.095
C 0.164 6.030 -1.272
C 0.248 4.651 -1.393
H 5.714 2.681 0.576
H 4.580 3.616 1.546
H 4.826 4.019 -0.150
H 4.943 0.587 -0.210
H 4.494 0.273 -2.775
H 6.571 -0.167 -4.033
H 7.898 -2.197 -3.557
H 7.119 -3.810 -1.852
H 4.988 -3.398 -0.648
H 2.112 3.690 0.324
H -2.216 3.406 -1.073
H -3.083 2.124 -0.243
H -3.787 2.425 -2.628
H -3.187 0.799 -2.344
H -2.394 -0.932 -3.449
H -1.224 -3.059 -3.093
H 1.247 -3.162 -3.222
H 2.535 -1.111 -3.681
H 1.384 1.057 -3.917
H -0.910 3.764 1.661
H -1.043 6.230 1.884
H -0.361 7.677 -0.001
H 0.464 6.661 -2.099
H 0.609 4.199 -2.309
C -5.166 0.521 -0.267
C -4.616 -0.835 -0.602
C -5.463 -1.854 -0.989
C -4.937 -3.132 -1.203
C -3.610 -3.381 -0.968
C -2.795 -2.317 -0.524
N -3.299 -1.050 -0.438
N -1.493 -2.362 -0.194
Si -0.718 -3.664 0.679
C 0.066 -4.885 -0.503
C 0.575 -2.950 1.808
C -2.016 -4.534 1.721
H -6.219 0.434 -0.002
H -5.094 1.212 -1.107
H -4.630 0.940 0.583
H -6.520 -1.660 -1.097
H -5.587 -3.933 -1.533
H -3.177 -4.362 -1.101
H 0.799 -4.380 -1.136
H -0.668 -5.378 -1.146
H 0.591 -5.664 0.057
H 1.398 -2.535 1.230
H 0.963 -3.730 2.469
H 0.150 -2.152 2.420
H -2.751 -5.078 1.125
H -2.555 -3.804 2.331
H -1.542 -5.250 2.395
N -2.072 1.227 9.566
C -1.979 1.057 8.433
C -1.865 0.847 7.015
C -1.401 -0.372 6.525
C -1.294 -0.570 5.163
C -1.646 0.444 4.266
C -2.110 1.662 4.770
C -2.220 1.865 6.132
C -1.531 0.226 2.856
C -1.429 -0.006 1.668
H -1.127 -1.157 7.217
H -0.934 -1.514 4.774
H -2.386 2.447 4.080
H -2.581 2.808 6.520
*
```

Results
⟨S²⟩: 3.7883
Energy relative to the best compared isomer or geometry (same formula, charge and spin) (kJ/mol): 0.00
Energy (a.u.): -3788.36682

# 2
Entry from the Open Molecules 2025 dataset: a molecular structure, C47H43I2KN10O4S2Se2 in a non-equilibrium geometry (ωB97M-V/def2-TZVPD).

Structure (ORCA input):
```
! wB97M-V def2-TZVPD RIJCOSX def2/J DEFGRID3
* xyz -2 1
K 0.362 -0.340 0.223
Se -2.179 -0.920 4.602
Se -2.530 1.343 4.515
C -0.802 1.962 3.891
C -0.586 3.330 4.030
C 0.662 3.824 3.695
C 1.636 2.944 3.238
C 1.289 1.612 3.093
N 0.088 1.133 3.415
C -3.082 -1.578 3.020
C -2.806 -2.907 2.707
C -3.420 -3.448 1.598
C -4.257 -2.644 0.834
C -4.460 -1.339 1.244
N -3.902 -0.814 2.337
H -1.369 3.983 4.395
H 0.871 4.884 3.786
H 2.626 3.276 2.957
H 1.993 0.902 2.674
H -2.102 -3.484 3.292
H -3.209 -4.468 1.310
H -4.712 -3.009 -0.077
H -5.094 -0.672 0.669
I 2.006 0.214 -4.574
C 3.174 0.336 -2.855
C 4.369 1.047 -2.901
C 5.185 1.140 -1.802
I 6.964 2.224 -1.982
C 4.826 0.495 -0.591
C 5.593 0.539 0.593
C 5.156 -0.100 1.721
C 3.939 -0.795 1.674
N 3.197 -0.858 0.595
C 3.609 -0.235 -0.530
C 2.702 -0.330 -1.702
O 1.627 -0.965 -1.645
H 4.652 1.536 -3.824
H 6.525 1.089 0.598
H 5.728 -0.072 2.640
H 3.568 -1.320 2.552
N 1.324 8.663 -0.464
C 1.188 7.259 -0.493
C 1.746 6.476 0.513
C 1.634 5.095 0.464
C 0.963 4.483 -0.583
C 0.426 5.257 -1.601
C 0.543 6.636 -1.559
S 0.781 2.717 -0.616
O 1.975 2.161 -0.009
O 0.529 2.384 -1.998
N -0.393 2.331 0.381
C -1.633 2.828 0.236
N -2.495 2.414 1.209
C -3.733 2.842 1.143
C -4.188 3.718 0.155
C -3.228 4.122 -0.754
N -1.975 3.696 -0.742
H 1.431 9.029 0.470
H 0.576 9.139 -0.945
H 2.278 6.950 1.332
H 2.081 4.477 1.233
H -0.079 4.759 -2.416
H 0.127 7.241 -2.358
H -4.396 2.469 1.921
H -5.212 4.062 0.109
H -3.480 4.828 -1.544
C 2.014 -4.093 -2.890
C 1.634 -5.333 -2.088
N 1.744 -5.150 -0.646
C 3.026 -5.465 -0.027
C 3.971 -4.280 0.082
C 0.752 -4.558 0.071
S -0.738 -4.192 -0.670
N 1.047 -4.399 1.383
C 0.650 -3.328 2.071
O 0.091 -2.303 1.653
C 1.025 -3.383 3.541
C 1.041 -2.204 4.276
C 1.393 -2.218 5.620
C 1.710 -3.416 6.246
C 1.676 -4.602 5.519
C 1.343 -4.583 4.172
H 1.734 -4.221 -3.940
H 3.087 -3.896 -2.851
H 1.501 -3.211 -2.506
H 2.281 -6.175 -2.352
H 0.605 -5.612 -2.308
H 3.480 -6.257 -0.631
H 2.831 -5.864 0.967
H 4.284 -3.916 -0.898
H 4.865 -4.559 0.647
H 3.475 -3.462 0.596
H 0.738 -1.287 3.784
H 1.403 -1.290 6.180
H 1.979 -3.430 7.296
H 1.917 -5.542 6.003
H 1.332 -5.489 3.581
C -3.271 -0.611 -6.115
C -2.852 -0.357 -4.692
C -3.441 0.637 -3.923
C -3.003 0.841 -2.622
N -2.038 0.128 -2.051
C -1.475 -0.828 -2.790
C -1.846 -1.104 -4.097
H -4.117 0.017 -6.396
H -3.556 -1.655 -6.257
H -2.450 -0.401 -6.804
H -4.231 1.259 -4.330
H -3.449 1.619 -2.013
H -0.686 -1.400 -2.321
H -1.332 -1.890 -4.638
*
```

Results
Energy relative to the best compared isomer or geometry (same formula, charge and spin) (kJ/mol): 86.33
Energy (a.u.): -9460.11235